H30O15 | wB97M-V/def2-TZVPD

CARTESIAN COORDINATES (ANGSTROEM)
1 O 1.09687 1.56277 -2.00335
2 O -2.37384 -1.06665 -0.57645
3 O -2.82067 1.68492 -0.16213
4 O -0.90353 -2.63573 1.31746
5 O 2.96940 -0.88282 -1.00002
6 O -1.67920 -0.38579 -3.25032
7 O 0.83433 2.23337 2.48757
8 O -0.46349 2.95073 0.12751
9 O 0.34018 0.02149 0.11661
10 O -1.26541 0.12432 2.34593
11 O -1.90738 2.57007 3.17205
12 O 2.05588 -0.48645 2.19321
13 O 0.84387 -1.22352 -2.62289
14 O -0.32022 -3.42639 -1.46398
15 O 3.25810 1.47525 0.45179
16 H 3.48647 -1.51927 -0.51891
17 H -1.86156 -0.60581 2.05435
18 H -0.13629 -3.12019 1.11447
19 H -1.63262 1.73425 2.78082
20 H 0.29332 1.80007 -2.41303
21 H -3.04301 -1.38820 -0.03349
22 H 3.58085 -0.45261 -1.59018
23 H -2.42613 -1.70450 -1.31263
24 H -0.93329 -1.01689 -3.26441
25 H -0.00209 2.35473 0.72144
26 H 1.07470 -0.57091 -3.32305
27 H 2.79769 -1.15314 2.46049
28 H -3.39609 1.89479 -0.87899
29 H -1.03126 -0.15398 3.24173
30 H 1.62306 -0.72744 1.35704
31 H -2.51450 0.74434 -0.23468
32 H -0.22024 0.00001 0.86431
33 H 0.99422 1.31635 2.50346
34 H -1.93011 -0.35602 -4.16979
35 H -0.06069 -0.56130 -0.51291
36 H -1.18567 2.86653 3.66376
37 H -1.29956 -2.46961 0.50391
38 H 1.49708 2.77141 1.96748
39 H -1.33994 2.61457 0.14376
40 H 0.85014 1.23436 -1.15673
41 H 3.17469 0.84387 -0.24604
42 H 0.20655 -2.82112 -1.96609
43 H 1.50741 -1.04439 -1.98800
44 H 2.74111 1.08568 1.17346
45 H -0.47911 -4.11115 -2.07455

* M: 270.23 g/mol
* energy relative to the best compared isomer or geometry (same formula, charge and spin): 197.0 kJ/mol
* HOMO-LUMO gap: 8.8 eV
* energy: -1146.5650 Ha
* net charge: 0